Density functional theory data (ωB97M-V/def2-TZVPD) for a cluster of 3 separate species, C4H14NO3 in total.

CARTESIAN COORDINATES (ANGSTROEM)
C 0.881 1.612 -1.443
N -0.344 1.351 -0.683
C -1.052 0.158 -1.132
C -2.236 -0.107 -0.184
C -1.861 0.020 1.291
O -0.616 -0.524 1.615
H 0.676 1.441 -2.506
H 1.644 0.867 -1.184
H 1.095 2.664 -1.362
H -0.075 1.162 0.282
H -0.448 -0.757 -1.075
H -1.251 0.255 -2.205
H -2.951 0.692 -0.433
H -2.598 -1.107 -0.436
H -1.844 1.084 1.583
H -2.547 -0.559 1.944
H 1.206 -2.501 1.077
H 0.471 -1.209 0.666
O 1.254 -1.812 0.406
H 3.238 -1.622 1.451
H 3.495 -0.207 0.894
O 3.865 -0.902 1.436

Forces on atoms 1 to 3 (eV/Å):
-1.2 -1.0 -0.3
0.1 0.2 -0.3
0.7 -0.5 0.9

Summary:
Relative energy (zero: lowest compared OMol25 entry of this formula, charge and spin): 119.9 kJ/mol
HOMO-LUMO gap: 7.29 eV
Net charge: -1
HOMO energy: -3.345 eV
Molar mass: 124.2 g mol⁻¹

---

Density functional theory data (ωB97M-V/def2-TZVPD) for a structure of composition C14H30N6O6SV.

CARTESIAN COORDINATES (ANGSTROEM)
V -0.493 1.977 0.538
N -2.457 2.664 0.870
C -3.120 2.299 2.179
C -2.404 2.907 3.368
C -0.988 2.363 3.645
C 0.173 3.283 3.289
N 0.565 3.235 1.822
H -2.505 3.682 0.785
H -3.064 2.338 0.114
H -3.131 1.211 2.250
H -4.153 2.640 2.142
H -3.035 2.706 4.233
H -2.385 3.998 3.274
H -0.848 1.375 3.176
H -0.896 2.161 4.712
H 1.057 3.008 3.861
H -0.068 4.313 3.543
H 1.540 2.942 1.758
H 0.576 4.188 1.452
C 1.203 -3.977 -3.894
C 2.273 -3.243 -3.100
S 1.650 -2.422 -1.659
O 0.580 -1.509 -2.043
O 2.731 -1.823 -0.904
C 0.978 -3.755 -0.667
C 0.671 -3.334 0.772
N -0.186 -2.128 0.817
C 0.274 -0.905 1.094
N -0.676 0.010 0.791
C -1.786 -0.679 0.344
C -1.487 -1.986 0.370
N -2.370 -3.071 -0.015
O -1.949 -4.199 0.123
O -3.453 -2.731 -0.423
C 1.591 -0.609 1.710
H 1.651 -4.367 -4.806
H 0.388 -3.312 -4.176
H 0.793 -4.826 -3.348
H 2.730 -2.432 -3.673
H 3.076 -3.890 -2.742
H 1.742 -4.534 -0.629
H 0.100 -4.150 -1.176
H 1.590 -3.081 1.292
H 0.177 -4.147 1.294
H -2.702 -0.227 0.001
H 1.677 -1.120 2.671
H 1.694 0.459 1.884
H 2.407 -0.925 1.061
N 0.763 2.216 -3.900
C 1.573 1.683 -2.750
C 0.890 1.925 -1.431
O 1.424 1.590 -0.366
O -0.306 2.423 -1.387
H 1.195 3.040 -4.329
H -0.174 2.486 -3.577
H 0.650 1.518 -4.641
H 2.563 2.138 -2.747
H 1.693 0.603 -2.854

Forces on atoms 1 to 3 (eV/Å):
0.0 0.1 0.0
0.0 0.0 0.0
0.0 0.0 0.0

Summary:
Relative energy (zero: lowest compared OMol25 entry of this formula, charge and spin): 39.5 kJ/mol
2S+1: 3
HOMO-LUMO gap (spin up / spin down): 8.15 / 8.98 eV
Net charge: +3
HOMO energy (spin up / spin down): -18.562 / -18.563 eV
Molar mass: 461.4 g mol⁻¹